1.
DFT (ωB97M-V/def2-TZVPD) results for a molecular structure, C28H22N13ReS.

Results
* ⟨S²⟩: 3.811
* E: -2268.20174 hartree
* highest occupied orbital energy (spin up / spin down): -9.57 / -9.57 eV
* LUMO energy (spin up / spin down): -4.73 / -4.94 eV
* ΔE to the lowest compared entry with this formula, charge and spin: 432.36 kJ/mol
* maximum force: 0.62 eV/Å

```
! RIJCOSX wB97M-V def2-TZVPD def2/J DEFGRID3
* xyz 1 4
Re 0.390 0.742 0.020
C 1.984 2.480 3.817
C 2.619 1.288 4.401
C 2.325 0.088 3.915
C 1.482 -0.089 2.740
N 0.971 0.875 2.022
C 1.042 2.255 2.626
N 1.291 -1.468 2.496
C 0.628 -1.956 1.543
N 0.042 -1.218 0.466
C -0.812 -1.978 -0.141
N -1.633 -1.489 -1.152
C -2.316 -0.257 -0.958
C -3.505 -0.056 -1.636
C -4.229 1.096 -1.387
C -3.772 1.991 -0.433
C -2.560 1.747 0.172
N -1.806 0.667 -0.122
C -0.767 -3.355 0.354
C -1.429 -4.506 -0.028
C -1.106 -5.676 0.653
C -0.172 -5.674 1.687
C 0.474 -4.504 2.082
C 0.163 -3.353 1.393
H 1.574 3.154 4.571
H 3.338 1.403 5.203
H 2.741 -0.820 4.323
H -0.005 2.535 2.793
H -3.860 -0.810 -2.324
H -5.159 1.274 -1.911
H -4.334 2.874 -0.168
H -2.132 2.443 0.876
H -2.173 -4.500 -0.813
H -1.591 -6.604 0.380
H 0.050 -6.601 2.198
H 1.192 -4.496 2.891
S 2.667 0.664 -0.693
C 3.655 0.659 0.693
N 4.370 0.648 1.597
N 0.484 0.958 -4.360
C 0.790 1.308 -3.100
N 0.257 0.473 -2.216
C -0.383 -0.487 -2.978
C -1.069 -1.720 -2.503
C -2.000 -2.245 -3.558
C -1.893 -1.877 -4.868
C -1.006 -0.876 -5.317
C -0.291 -0.182 -4.308
H 0.796 1.438 -5.189
H 1.419 2.151 -2.866
H -0.310 -2.504 -2.344
H -2.686 -3.026 -3.258
H -2.524 -2.366 -5.598
H -0.933 -0.613 -6.362
N -0.420 3.873 0.231
N 0.401 2.916 -0.498
H -0.304 4.773 -0.229
H 0.097 3.971 1.106
H 1.383 3.185 -0.363
H 0.127 3.019 -1.469
N 1.822 3.167 1.803
C 2.741 3.315 2.775
N 3.827 4.005 2.789
C 4.642 3.941 3.826
N 5.394 3.931 4.707
*
```


2.
DFT (ωB97M-V/def2-TZVPD) results for 3 unconnected molecules or ions with the total composition C17H24F17NO4S at a distorted geometry.

Results
* E: -3113.58866 hartree
* SMILES: FC(F)C(F)(F)COC(F)(F)C(F)F.FC(F)C(F)(F)COC(F)(F)C(F)F.CCCCCCCNS(=O)(=O)F
* highest occupied orbital energy: -10.97 eV
* LUMO energy: -0.76 eV
* maximum force: 7.67 eV/Å

```
! RIJCOSX wB97M-V def2-TZVPD def2/J DEFGRID3
* xyz 0 1
F 4.482 0.546 -0.221
C 4.985 -0.569 0.356
F 4.330 -0.713 1.539
C 6.489 -0.470 0.584
F 6.793 0.541 1.442
F 6.904 -1.619 1.204
C 7.326 -0.317 -0.695
O 7.732 1.016 -1.018
C 6.788 1.777 -1.770
F 5.767 0.975 -2.154
F 7.433 2.135 -2.913
C 6.313 3.031 -1.026
F 5.689 2.711 0.137
F 5.412 3.729 -1.768
H 4.733 -1.431 -0.269
H 8.269 -0.849 -0.515
H 6.882 -0.833 -1.555
H 7.152 3.691 -0.789
F -4.508 -4.752 0.481
C -5.390 -3.728 0.430
F -6.298 -3.958 1.416
C -6.082 -3.633 -0.925
F -6.818 -4.747 -1.183
F -6.981 -2.599 -0.874
C -5.144 -3.360 -2.110
O -4.763 -4.504 -2.879
C -3.630 -5.220 -2.389
F -3.064 -4.527 -1.372
F -2.721 -5.206 -3.402
C -3.963 -6.667 -2.010
F -4.891 -6.720 -1.020
F -2.864 -7.318 -1.543
H -4.864 -2.800 0.675
H -5.707 -2.737 -2.816
H -4.281 -2.744 -1.832
H -4.354 -7.221 -2.869
C 1.942 1.691 2.038
C 0.921 1.069 0.929
C 0.382 2.074 -0.226
C 0.433 3.672 0.087
C -0.955 4.300 0.735
C -1.574 3.449 1.986
C -3.244 3.529 2.035
N -3.831 2.570 1.015
S -4.006 0.946 1.646
O -4.896 0.161 0.604
O -4.690 0.878 3.044
F -2.538 0.062 1.767
H 2.664 0.813 2.400
H 2.643 2.549 1.659
H 1.319 1.987 3.011
H 1.496 0.179 0.381
H 0.029 0.552 1.521
H 0.960 1.864 -1.231
H -0.763 1.800 -0.421
H 0.534 4.209 -0.976
H 1.350 4.050 0.707
H -0.639 5.363 1.176
H -1.750 4.509 -0.123
H -1.325 2.307 1.998
H -1.118 3.916 2.982
H -3.625 3.372 3.131
H -3.550 4.624 1.677
H -3.323 2.596 0.101
*
```


3.
DFT (ωB97M-V/def2-TZVPD) results for a single C7H14O4 molecule at a distorted geometry.

Results
* E: -575.69556 hartree
* SMILES: CO[C@H]1CCC[C@@H](OO)CO1
* highest occupied orbital energy: -9.60 eV
* LUMO energy: 0.42 eV
* ΔE to the lowest compared entry with this formula, charge and spin: 948.83 kJ/mol
* maximum force: 9.69 eV/Å

```
! RIJCOSX wB97M-V def2-TZVPD def2/J DEFGRID3
* xyz 0 1
C -1.134 0.894 -3.410
O -0.256 0.984 -2.266
C -0.230 0.373 -0.991
C -0.138 -1.230 -0.922
C -0.179 -1.669 0.503
C 0.443 -0.927 1.614
C 0.078 0.605 1.714
O 0.250 1.079 3.027
O 1.659 0.436 3.111
C 0.691 1.443 0.672
O 1.095 0.765 -0.520
H -2.253 1.257 -2.935
H -0.665 1.546 -4.348
H -1.487 -0.137 -3.660
H -1.144 0.855 -0.330
H 0.923 -1.299 -1.606
H -0.729 -1.897 -1.402
H -0.063 -2.718 0.859
H -1.363 -1.484 0.463
H 1.668 -1.183 1.704
H 0.228 -1.707 2.379
H -0.852 0.490 1.318
H 1.458 -0.433 3.755
H 1.754 1.717 0.870
H 0.244 2.241 0.404
*
```


4.
DFT (ωB97M-V/def2-TZVPD) results for 10 unconnected molecules or ions with the total composition C31H78N3O12 at a distorted geometry.

Results
* E: -2294.72963 hartree
* highest occupied orbital energy: -11.92 eV
* LUMO energy: -3.29 eV
* ΔE to the lowest compared entry with this formula, charge and spin: 0.00 kJ/mol
* maximum force: 1.59 eV/Å

```
! RIJCOSX wB97M-V def2-TZVPD def2/J DEFGRID3
* xyz 1 1
C 1.986 3.781 1.729
C 1.927 3.723 0.408
C 2.898 3.002 -0.456
O 2.933 3.130 -1.646
O 3.667 2.124 0.223
C 3.831 0.864 -0.462
C 4.601 -0.080 0.428
C 3.776 -0.596 1.605
C 2.605 -1.480 1.134
C 1.307 -0.674 0.966
C 0.427 -1.134 -0.196
C -0.768 -0.203 -0.354
C -1.367 -0.008 -1.732
C -2.344 1.166 -1.655
N -3.021 1.230 -0.342
O -2.712 2.422 0.377
C -2.948 0.165 0.536
N -3.924 0.019 1.409
N -1.895 -0.681 0.507
H 1.132 4.123 2.302
H 2.891 3.536 2.272
H 1.128 4.216 -0.138
H 4.354 1.026 -1.406
H 2.836 0.476 -0.709
H 5.467 0.463 0.818
H 4.986 -0.905 -0.179
H 3.373 0.263 2.152
H 4.431 -1.125 2.299
H 2.853 -1.958 0.182
H 2.431 -2.251 1.888
H 0.698 -0.692 1.879
H 1.556 0.382 0.811
H 0.994 -1.219 -1.126
H 0.037 -2.131 0.046
H -0.472 0.789 0.024
H -0.594 0.151 -2.486
H -1.938 -0.903 -1.992
H -3.110 1.090 -2.426
H -1.844 2.125 -1.785
H -2.123 2.197 1.113
H -4.879 0.178 1.094
H -3.720 -0.314 2.357
H -1.574 -0.931 1.442
C 2.938 -5.914 -1.919
C 2.464 -4.643 -1.246
O 2.616 -4.680 0.173
H 2.398 -6.776 -1.526
H 2.784 -5.864 -2.997
H 4.004 -6.072 -1.737
H 1.397 -4.492 -1.420
H 2.997 -3.779 -1.660
H 3.551 -4.807 0.366
C 7.655 3.606 3.027
C 6.433 2.950 2.418
O 6.133 1.689 3.026
H 8.525 2.957 2.924
H 7.869 4.558 2.539
H 7.503 3.798 4.091
H 6.587 2.751 1.358
H 5.563 3.611 2.510
H 5.974 1.850 3.962
C -4.918 -4.362 -0.736
C -3.926 -3.694 -1.666
O -3.796 -2.294 -1.395
H -5.898 -3.891 -0.825
H -5.023 -5.421 -0.973
H -4.591 -4.282 0.304
H -4.256 -3.760 -2.701
H -2.946 -4.176 -1.592
H -3.492 -2.195 -0.487
C 1.578 3.373 -5.103
C 0.376 3.879 -4.334
O -0.147 2.864 -3.469
H 1.306 2.508 -5.709
H 1.998 4.140 -5.755
H 2.345 3.058 -4.391
H -0.436 4.173 -4.998
H 0.656 4.753 -3.736
H 0.579 2.626 -2.879
C -4.054 -2.789 5.809
C -4.012 -2.680 4.303
O -3.375 -1.458 3.877
H -4.585 -1.941 6.240
H -4.560 -3.707 6.108
H -3.043 -2.811 6.220
H -5.015 -2.644 3.879
H -3.488 -3.536 3.871
H -2.485 -1.450 4.256
C 3.365 0.097 -4.701
C 1.994 -0.541 -4.621
O 1.955 -1.604 -3.664
H 4.124 -0.641 -4.962
H 3.388 0.898 -5.441
H 3.634 0.528 -3.733
H 1.710 -0.990 -5.572
H 1.240 0.213 -4.370
H 2.201 -1.230 -2.811
C -0.981 7.179 -0.295
C -0.210 7.654 -1.512
O 1.196 7.666 -1.294
H -0.754 7.809 0.566
H -2.057 7.202 -0.469
H -0.702 6.152 -0.039
H -0.476 8.682 -1.756
H -0.450 7.030 -2.380
H 1.484 6.769 -1.097
C -8.810 -1.622 -0.435
C -7.920 -0.421 -0.201
O -7.069 -0.599 0.942
H -9.424 -1.819 0.444
H -9.467 -1.453 -1.289
H -8.215 -2.516 -0.639
H -8.513 0.466 0.018
H -7.314 -0.211 -1.087
H -6.551 -1.395 0.770
C 0.316 -4.406 2.860
C -0.336 -3.170 3.447
O -0.343 -3.161 4.867
H -0.191 -5.302 3.217
H 0.289 -4.396 1.769
H 1.364 -4.468 3.159
H -1.385 -3.115 3.151
H 0.172 -2.271 3.073
H 0.567 -3.195 5.182
*
```


5.
DFT (ωB97M-V/def2-TZVPD) results for a molecular structure, C43H58N3O2SSeY at a distorted geometry.

Results
* E: -4826.07111 hartree
* highest occupied orbital energy: -7.10 eV
* LUMO energy: -0.04 eV
* ΔE to the lowest compared entry with this formula, charge and spin: 293.31 kJ/mol
* maximum force: 4.28 eV/Å

```
! RIJCOSX wB97M-V def2-TZVPD def2/J DEFGRID3
* xyz 0 1
Y 0.899 1.668 -0.140
C -0.011 -6.169 0.862
C 0.159 -5.453 2.177
C -0.999 -5.696 3.127
C 1.500 -5.990 2.794
C 0.319 -3.886 1.960
C 0.569 -3.287 0.747
C 0.637 -1.916 0.625
Se 0.805 -1.194 -1.255
C -1.032 -0.817 -1.711
C -1.681 -1.839 -2.350
C -3.039 -1.764 -2.709
C -3.741 -0.621 -2.259
C -3.066 0.504 -1.761
C -1.689 0.439 -1.526
O -1.012 1.460 -1.053
C -3.788 1.832 -1.411
C -3.212 2.991 -2.177
C -3.724 2.082 0.097
C -5.283 1.613 -1.699
C -3.889 -2.964 -3.282
C -4.243 -3.981 -2.216
C -5.203 -2.420 -3.827
C -3.081 -3.705 -4.343
C 0.537 -0.987 1.715
O 0.782 0.268 1.578
C 0.457 -1.631 3.007
C 0.318 -3.026 3.084
C 0.509 -0.731 4.233
C 0.211 -1.499 5.549
C -0.557 0.414 4.252
C 1.877 -0.138 4.308
H 0.046 -7.268 0.893
H -0.991 -5.886 0.489
H 0.697 -5.806 0.119
H -1.054 -6.815 3.394
H -0.948 -5.116 4.023
H -1.918 -5.440 2.606
H 1.445 -7.050 2.879
H 2.318 -5.685 2.093
H 1.617 -5.497 3.724
H 0.569 -3.932 -0.105
H -1.099 -2.748 -2.537
H -4.758 -0.582 -2.423
H -2.272 3.330 -1.792
H -3.091 2.770 -3.242
H -4.004 3.796 -2.136
H -2.733 2.092 0.501
H -4.347 2.949 0.275
H -4.206 1.250 0.615
H -5.607 1.413 -2.649
H -5.699 0.865 -1.002
H -5.784 2.496 -1.418
H -5.020 -3.607 -1.530
H -4.670 -4.853 -2.691
H -3.429 -4.277 -1.631
H -5.717 -1.896 -3.054
H -5.270 -1.645 -4.611
H -5.868 -3.273 -4.166
H -2.152 -3.994 -3.953
H -3.622 -4.610 -4.672
H -2.895 -3.020 -5.156
H 0.287 -3.380 4.116
H -0.779 -1.938 5.492
H 0.890 -2.345 5.861
H 0.193 -0.819 6.432
H -1.463 -0.013 4.721
H -0.197 1.212 4.961
H -0.730 0.869 3.289
H 2.555 -0.978 4.053
H 1.886 0.721 3.669
H 2.022 0.238 5.326
N 3.068 2.220 1.008
C 3.851 1.113 0.398
C 4.120 0.102 1.298
C 4.782 -1.064 0.954
C 5.151 -1.289 -0.409
C 4.861 -0.237 -1.288
C 4.173 0.911 -0.961
C 3.819 1.915 -1.938
C 4.759 2.506 -2.790
C 4.261 3.330 -3.852
C 2.916 3.651 -3.942
C 2.009 3.052 -3.052
C 2.425 2.288 -1.961
H 3.249 2.171 2.038
H 3.278 3.050 0.585
H 3.935 0.186 2.342
H 5.081 -1.745 1.712
H 5.664 -2.164 -0.727
H 5.062 -0.253 -2.363
H 5.721 2.197 -2.676
H 4.988 3.740 -4.566
H 2.604 4.102 -4.816
H 1.016 3.344 -3.029
C 3.397 6.211 0.116
N 2.238 5.384 -0.187
C 0.970 5.548 0.057
S -0.093 4.285 -0.054
N 0.536 6.729 0.496
C 0.987 8.098 0.036
H 3.393 7.269 -0.146
H 4.102 5.686 -0.519
H 3.743 6.124 1.201
H 2.486 4.481 -0.643
H -0.402 6.748 0.819
H 1.816 8.410 0.642
H 0.130 8.752 0.059
H 1.371 8.063 -0.998
*
```


6.
DFT (ωB97M-V/def2-TZVPD) results for a gas-phase ion, C36H34NO (charge +1) at a distorted geometry.

Results
* E: -1521.95602 hartree
* SMILES: c1ccc(Oc2ccc([C@H](c3ccccc3)[N@@H+]3CCC[C@H]3C(c3ccccc3)c3ccccc3)cc2)cc1
* highest occupied orbital energy: -10.90 eV
* LUMO energy: -2.59 eV
* ΔE to the lowest compared entry with this formula, charge and spin: 0.00 kJ/mol
* maximum force: 2.81 eV/Å

```
! RIJCOSX wB97M-V def2-TZVPD def2/J DEFGRID3
* xyz 1 1
C -3.650 -2.172 -6.711
C -3.588 -0.829 -6.327
C -2.531 -0.357 -5.535
C -1.516 -1.250 -5.186
O -0.356 -0.804 -4.536
C -0.397 -0.256 -3.252
C -0.393 -1.134 -2.158
C -0.498 -0.574 -0.890
C -0.535 0.797 -0.647
C -0.960 1.219 0.799
C -2.039 2.289 0.886
C -2.448 2.751 2.153
C -3.228 3.911 2.254
C -3.783 4.473 1.094
C -3.563 3.875 -0.157
C -2.696 2.779 -0.240
N 0.110 1.486 1.787
C 0.330 2.945 2.242
C 1.838 3.160 2.287
C 2.507 1.799 2.152
C 1.513 0.780 1.595
C 1.689 -0.552 2.376
C 3.138 -1.032 2.534
C 3.375 -1.933 3.580
C 4.641 -2.471 3.784
C 5.691 -2.115 2.925
C 5.457 -1.227 1.871
C 4.177 -0.694 1.658
C 0.860 -1.715 1.829
C -0.314 -2.069 2.502
C -1.093 -3.125 2.034
C -0.699 -3.834 0.904
C 0.510 -3.537 0.273
C 1.311 -2.487 0.741
C -0.370 1.652 -1.753
C -0.372 1.129 -3.062
C -1.552 -2.591 -5.583
C -2.634 -3.054 -6.329
H -4.479 -2.529 -7.318
H -4.359 -0.125 -6.657
H -2.472 0.689 -5.222
H -0.320 -2.213 -2.296
H -0.568 -1.243 -0.030
H -1.458 0.301 1.201
H -2.165 2.227 3.070
H -3.384 4.402 3.225
H -4.382 5.389 1.161
H -4.029 4.269 -1.069
H -2.570 2.298 -1.215
H -0.286 1.046 2.629
H -0.094 3.038 3.249
H -0.164 3.670 1.589
H 2.155 3.682 3.208
H 2.123 3.803 1.445
H 2.886 1.489 3.142
H 3.374 1.840 1.485
H 1.597 0.619 0.515
H 1.321 -0.331 3.403
H 2.539 -2.223 4.225
H 4.802 -3.160 4.617
H 6.682 -2.540 3.087
H 6.279 -0.939 1.211
H 4.002 -0.023 0.810
H -0.587 -1.510 3.405
H -2.019 -3.355 2.554
H -1.329 -4.629 0.513
H 0.831 -4.092 -0.608
H 2.271 -2.249 0.262
H -0.339 2.741 -1.612
H -0.403 1.773 -3.944
H -0.725 -3.244 -5.299
H -2.663 -4.105 -6.631
*
```